No. 1
Entry from the Open Molecules 2025 dataset: a molecular structure, C5H15BrFeNO2 (ωB97M-V with the def2-TZVPD basis set).

Positions of all 25 atoms, in Å:
Fe (1.336857, -4.169409, -0.201327)
Br (0.049233, -2.547874, -1.369462)
C (-1.348229, -3.622778, -5.331398)
O (-0.554410, -4.458596, -4.484594)
H (-0.726002, -2.813872, -5.722327)
H (-1.778846, -4.208324, -6.137222)
H (-2.187197, -3.169117, -4.793804)
H (-0.477356, -4.034764, -3.628404)
C (1.419106, 3.479771, 2.472216)
C (0.965237, 2.377593, 1.530139)
C (0.059012, 1.343784, 2.167596)
O (-0.172929, 0.258411, 1.304999)
C (-0.715010, -0.847397, 1.948312)
N (0.289787, 2.906830, 0.333998)
H (2.090607, 4.133496, 1.910031)
H (2.040430, 3.095922, 3.289623)
H (0.656259, 4.114048, 2.925903)
H (1.861917, 1.808484, 1.256778)
H (-0.879270, 1.820030, 2.504003)
H (0.528469, 0.992845, 3.102607)
H (-0.043552, -1.251786, 2.716876)
H (-0.937824, -1.595301, 1.186799)
H (-1.691750, -0.612313, 2.390254)
H (0.805412, 3.699942, -0.034086)
H (-0.589963, 3.300365, 0.662495)

Cartesian forces, eV/Å:
-1.2 1.5 -1.1
1.2 -1.4 1.0
0.1 0.5 0.4
-0.2 -0.3 -0.1
-0.1 -0.1 -0.2
0.3 -0.2 0.0
0.1 -0.1 0.1
-0.1 0.1 -0.1
0.8 0.1 0.5
-0.2 -0.1 -0.3
0.0 0.4 1.1
0.4 0.2 -0.4
-0.7 -0.1 0.0
0.0 -0.1 0.3
-0.1 0.1 0.0
-0.2 -0.1 0.0
-0.3 -0.2 -0.2
0.0 0.2 -0.4
-0.1 -0.1 -0.3
0.1 -0.1 -0.2
0.0 0.0 0.1
0.2 -0.1 0.0
0.1 0.0 0.3
0.1 -0.1 0.0
0.0 0.0 -0.2

Computed properties:
HOMO-LUMO gap (spin up / spin down) (eV): 3.6 / 3.4
HOMO (spin up / spin down) (eV): -11.40 / -11.40
Molecular weight (g/mol): 256.93
Total charge: +1
E_tot (hartree): -4242.06956
Multiplicity: 5

No. 2
Entry from the Open Molecules 2025 dataset: C3H6N2 in the gas phase (ωB97M-V with the def2-TZVPD basis set).

Positions of all 11 atoms, in Å:
C (1.704443, 0.002596, -0.154820)
C (-0.696943, 1.035490, 0.181206)
C (0.552260, 0.333078, 0.520431)
N (-1.378755, 0.041678, -0.349067)
N (-0.897459, -1.138821, -0.060935)
H (2.220211, 0.496202, -0.991692)
H (2.385328, -0.623859, 0.471108)
H (-1.095889, 1.964391, 0.522549)
H (0.477443, -0.427872, 1.384460)
H (-2.306900, 0.188078, -0.773903)
H (-0.963738, -1.870957, -0.749340)

Cartesian forces, eV/Å:
0.2 1.3 1.9
3.5 1.9 1.2
3.1 -1.2 0.9
-5.3 -0.3 -3.6
-0.1 -3.6 1.6
-0.9 -0.1 0.1
-0.6 0.2 -0.9
-0.1 0.2 0.2
0.0 1.9 -0.6
0.8 -0.4 0.2
-0.6 0.2 -1.0

Computed properties:
HOMO-LUMO gap (spin up / spin down) (eV): 6.9 / 8.0
HOMO (spin up / spin down) (eV): -5.76 / -8.56
Molecular weight (g/mol): 70.09
E_tot (hartree): -227.16613
Multiplicity: 3

No. 3
Entry from the Open Molecules 2025 dataset: a molecular structure, C5H9AsCl2N3OS4Tc (ωB97M-V with the def2-TZVPD basis set).

Positions of all 26 atoms, in Å:
Tc (-0.057635, 0.292916, 0.114099)
S (-1.430105, 3.715376, 3.882109)
As (-0.089383, 2.529493, 2.590683)
S (-0.044007, 0.178052, 2.364840)
S (-0.108346, 2.533336, 0.240472)
S (0.698980, 3.969764, 4.044969)
C (5.130267, -1.123087, -1.397355)
N (4.016064, -0.482891, -0.710603)
C (4.217678, 0.350684, 0.464078)
C (2.824317, 0.756831, 0.824740)
O (2.440824, 1.475412, 1.711603)
N (1.940072, 0.130062, -0.089802)
C (2.737800, -0.588478, -1.006372)
N (2.258387, -1.270313, -2.026823)
H (6.029263, -0.520135, -1.277228)
H (4.940465, -1.246729, -2.463018)
H (5.342651, -2.108876, -0.971215)
H (4.849376, 1.222883, 0.257741)
H (4.705848, -0.185419, 1.287626)
H (1.288858, -1.278078, -2.293202)
H (2.879929, -1.765937, -2.657389)
Cl (-2.164623, -0.312623, -0.431548)
C (-3.995649, -0.081792, -0.109015)
Cl (-4.392923, 1.595791, -0.026436)
H (-4.194839, -0.605550, 0.825411)
H (-4.459469, -0.565592, -0.971964)

Cartesian forces, eV/Å:
1.4 3.0 3.7
-0.3 -0.8 -0.8
-0.4 0.8 0.7
0.1 0.9 -2.4
0.0 -2.2 0.6
0.6 -0.7 -0.7
0.6 -0.5 -0.3
-0.7 0.3 0.3
0.4 0.0 0.1
0.1 0.5 0.6
0.0 -0.2 -0.2
-1.8 -0.5 -0.6
0.7 -0.3 -0.4
-0.1 0.1 0.1
-0.1 0.1 0.0
-0.1 0.2 0.0
-0.2 0.1 0.1
-0.1 0.0 -0.1
-0.2 -0.1 0.0
-0.1 0.0 -0.1
0.0 0.0 0.0
1.4 -1.1 -1.2
-2.6 1.5 0.8
0.2 -0.8 0.0
0.4 0.0 0.0
0.5 -0.1 -0.2

Computed properties:
HOMO-LUMO gap (spin up / spin down) (eV): 4.1 / 4.1
HOMO (spin up / spin down) (eV): -22.09 / -22.09
Molecular weight (g/mol): 499.24
Total charge: +4
E_tot (hartree): -5263.33866
Multiplicity: 1

For each record above, in turn, the calculated ΔE to the lowest compared entry with this formula, charge and spin values are 0.0; 45.4; 68.0 kcal/mol.